# 1
A structure of composition C16H38IN5O8S in a non-equilibrium geometry, computed with ωB97M-V with the def2-TZVPD basis set.

```
69
C16H38IN5O8S ωB97M-V with the def2-TZVPD basis set
C -6.29 -2.99 0.09
O -5.66 -1.69 0.09
S -4.68 -1.49 -1.16
O -3.90 -0.36 -0.79
O -5.64 -0.94 -2.40
I -7.34 -0.04 -1.81
H -6.70 -3.12 1.08
H -5.57 -3.78 -0.10
H -7.07 -3.07 -0.65
C -1.82 3.60 3.06
C -0.93 3.44 1.85
O 0.18 3.95 1.78
N -1.41 2.69 0.82
C -2.69 2.00 0.72
H -1.31 4.21 3.79
H -2.76 4.09 2.78
H -2.04 2.63 3.50
H -0.77 2.62 0.05
H -2.53 0.94 0.59
H -3.25 2.38 -0.14
H -3.28 2.16 1.62
C -0.16 -0.75 6.53
C -0.55 0.34 5.57
O -1.06 1.38 5.95
N -0.30 0.13 4.25
C 0.30 -1.03 3.61
H -0.42 -0.43 7.54
H -0.69 -1.68 6.30
H 0.92 -0.94 6.49
H -0.58 0.90 3.67
H 1.20 -0.71 3.08
H -0.40 -1.45 2.89
H 0.57 -1.79 4.34
C 5.61 0.76 2.16
C 4.12 0.53 2.15
O 3.62 -0.52 2.55
N 3.34 1.53 1.68
C 3.75 2.83 1.17
H 6.09 -0.13 2.56
H 5.97 0.94 1.15
H 5.87 1.61 2.78
H 2.36 1.32 1.70
H 3.28 3.61 1.77
H 3.41 2.94 0.15
H 4.82 2.95 1.19
C -3.18 -4.39 -5.25
C -3.01 -4.12 -3.77
O -3.93 -4.25 -2.98
N -1.78 -3.73 -3.34
C -0.58 -3.52 -4.12
H -4.20 -4.69 -5.42
H -2.97 -3.50 -5.83
H -2.51 -5.19 -5.57
H -1.74 -3.57 -2.34
H 0.22 -4.18 -3.77
H -0.24 -2.49 -4.02
H -0.76 -3.73 -5.17
C 3.02 2.44 -3.19
C 4.35 1.92 -2.72
O 4.85 2.26 -1.66
N 4.99 1.03 -3.53
C 4.56 0.51 -4.81
H 2.64 3.13 -2.44
H 3.12 2.98 -4.14
H 2.30 1.63 -3.31
H 5.88 0.72 -3.16
H 4.48 -0.57 -4.77
H 5.29 0.77 -5.59
H 3.60 0.93 -5.09
```

For the HOMO-LUMO gap, the calculation gives 7.65 eV. Its highest occupied orbital energy is -8.9 eV. As for the net charge: 0.

Löwdin population analysis, charges in e, atoms 1 to 8: C -0.130; O -0.462; S 0.764; O -0.407; O -0.934; I 0.958; H 0.089; H 0.081

***

# 2
The molecule C20H26FN5O3 close to a stationary point, computed with ωB97M-V with the def2-TZVPD basis set.

```
55
C20H26FN5O3 ωB97M-V with the def2-TZVPD basis set
C -0.79 2.33 0.96
C -0.19 1.88 -0.36
C -1.04 2.39 -1.52
N -0.41 2.05 -2.79
C 0.11 3.03 -3.56
O 0.02 4.22 -3.30
C 0.89 2.59 -4.77
N 0.38 2.66 -5.98
N 1.36 2.24 -6.79
C 2.48 1.90 -6.13
C 2.23 2.11 -4.79
C 3.09 1.86 -3.63
C 3.92 0.74 -3.58
C 4.66 0.51 -2.43
N 4.62 1.29 -1.35
C 3.83 2.36 -1.41
C 3.06 2.69 -2.52
C -0.27 0.62 -3.03
C 0.48 -0.05 -1.88
C 0.10 0.36 -0.44
N -0.84 -0.50 0.30
C -0.50 -0.70 1.72
C -1.88 -1.30 -0.09
O -2.40 -2.06 0.71
C -2.45 -1.29 -1.50
O -3.04 -0.04 -1.78
C -3.87 -0.08 -2.91
C -4.31 1.31 -3.26
F -5.15 1.82 -2.27
H -1.75 1.84 1.14
H -0.14 2.11 1.81
H -0.97 3.41 0.95
H 0.80 2.36 -0.47
H -2.03 1.96 -1.47
H -1.11 3.48 -1.47
H 1.21 2.23 -7.78
H 3.37 1.56 -6.64
H 3.97 0.05 -4.41
H 5.31 -0.36 -2.37
H 3.82 2.99 -0.53
H 2.45 3.58 -2.50
H -1.26 0.20 -3.16
H 0.28 0.46 -3.95
H 0.44 -1.14 -1.98
H 1.53 0.23 -1.99
H 1.03 0.21 0.12
H -1.35 -0.45 2.35
H -0.25 -1.74 1.90
H 0.34 -0.07 1.98
H -1.70 -1.55 -2.25
H -3.21 -2.07 -1.49
H -3.33 -0.50 -3.78
H -4.74 -0.72 -2.72
H -3.46 1.98 -3.36
H -4.87 1.30 -4.20
```

For the HOMO-LUMO gap, the calculation gives 9.62 eV. Its highest occupied orbital energy is -9.2 eV. As for the net charge: 0. As for the structure (SMILES): C[C@@H]1CN(C(=O)c2n[nH]cc2-c2ccncc2)CC[C@@H]1N(C)C(=O)COCCF.

Löwdin population analysis, charges in e, atoms 1 to 8: C -0.048; C -0.276; C -0.097; N -0.007; C -0.414; O 0.069; C -0.188; N 0.121

***

# 3
A structure of composition C4H6O, computed with ωB97M-V with the def2-TZVPD basis set.

```
11
C4H6O ωB97M-V with the def2-TZVPD basis set
C 0.50 0.80 -0.80
C 0.61 -0.44 0.04
C -0.35 -0.33 1.22
O -1.43 0.07 0.34
C -0.62 -0.16 -0.80
H 1.16 0.72 -1.67
H 0.42 1.78 -0.35
H 1.55 -0.95 -0.06
H -0.09 0.41 1.98
H -0.66 -1.27 1.72
H -1.08 -0.62 -1.67
```

For the HOMO-LUMO gap, the calculation gives 10.61 eV. Its highest occupied orbital energy is -9.4 eV. As for the net charge: 0.

Löwdin population analysis, charges in e, atoms 1 to 8: C -0.078; C -0.170; C -0.140; O -0.083; C -0.256; H 0.111; H 0.112; H 0.122

***

# 4
The molecule C22H23N3O4S2 in a non-equilibrium geometry, computed with ωB97M-V with the def2-TZVPD basis set.

```
54
C22H23N3O4S2 ωB97M-V with the def2-TZVPD basis set
C 1.17 5.57 -0.63
O 0.54 5.03 0.51
C 0.82 3.75 0.86
C 0.17 3.28 2.01
C 0.38 1.99 2.44
C 1.22 1.15 1.73
S 1.53 -0.50 2.34
O 2.94 -0.63 2.58
O 0.64 -0.79 3.42
N 1.17 -1.52 1.04
C 2.28 -2.06 0.28
C 2.31 -1.49 -1.14
O 3.13 -0.67 -1.50
N 1.38 -2.01 -1.97
C 1.23 -1.54 -3.33
C 0.09 -0.54 -3.47
S -1.52 -1.31 -3.09
C -2.19 -0.17 -1.93
C -3.54 -0.30 -1.58
C -4.05 0.62 -0.69
C -3.22 1.61 -0.17
C -1.90 1.63 -0.59
N -1.40 0.76 -1.45
C -0.14 -1.98 0.88
C -1.20 -1.16 1.27
C -2.50 -1.60 1.17
C -2.79 -2.85 0.64
C -1.75 -3.66 0.23
C -0.44 -3.24 0.35
C 1.87 1.60 0.60
C 1.67 2.89 0.15
H 0.89 5.03 -1.54
H 2.25 5.57 -0.53
H 0.81 6.59 -0.70
H -0.47 3.96 2.55
H -0.10 1.61 3.33
H 2.27 -3.15 0.26
H 3.18 -1.73 0.80
H 0.62 -2.55 -1.59
H 1.07 -2.40 -3.98
H 2.17 -1.05 -3.60
H 0.19 0.28 -2.76
H 0.04 -0.16 -4.49
H -4.13 -1.09 -2.01
H -5.09 0.57 -0.40
H -3.59 2.35 0.52
H -1.21 2.38 -0.22
H -0.99 -0.18 1.66
H -3.30 -0.96 1.51
H -3.81 -3.18 0.55
H -1.95 -4.64 -0.19
H 0.35 -3.92 0.08
H 2.54 0.94 0.06
H 2.18 3.22 -0.74
```

For the HOMO-LUMO gap, the calculation gives 8.98 eV. Its highest occupied orbital energy is -8.4 eV. As for the net charge: 0. As for the structure (SMILES): COc1ccc(S(=O)(=O)N(CC(=O)NCCSc2ccccn2)c2ccccc2)cc1.

Löwdin population analysis, charges in e, atoms 1 to 8: C -0.078; O -0.076; C -0.288; C 0.001; C -0.058; C -0.279; S 0.712; O -0.269

***

# 5
A cluster of 9 separate species, C5H25FN2O10S in total in a non-equilibrium geometry, computed with ωB97M-V with the def2-TZVPD basis set.

```
44
C5H25FN2O10S ωB97M-V with the def2-TZVPD basis set
H -2.85 0.39 -0.63
N -2.55 0.78 0.29
C -1.40 0.20 0.55
C -0.66 -0.87 -0.38
N -0.53 -2.24 0.19
C 0.25 -2.28 1.46
C 0.18 -3.67 2.25
F 1.09 -3.54 3.38
C -1.80 -2.97 0.26
O -1.79 -4.17 -0.13
O -3.06 -2.43 0.66
S -3.54 -2.97 2.19
H -0.87 0.47 1.53
H -1.30 -0.97 -1.34
H 0.36 -0.45 -0.73
H 0.01 -1.45 2.21
H 1.35 -2.14 1.16
H 0.38 -4.59 1.62
H -0.87 -3.74 2.72
H -3.23 -1.87 3.02
O -1.46 0.34 3.78
H -2.30 0.81 3.75
H -0.81 1.02 4.01
O 1.07 1.17 -1.60
H 1.66 1.74 -1.09
H 1.33 1.33 -2.52
O 0.43 1.74 -4.61
H -0.15 2.08 -3.91
H -0.18 1.45 -5.30
O 1.42 0.60 3.84
H 2.06 1.04 4.41
H 1.60 -0.34 3.97
O 2.74 3.43 -0.71
H 1.90 3.90 -0.75
H 3.38 4.11 -0.48
O 2.93 6.32 0.21
H 2.09 6.80 0.17
H 3.58 7.00 0.44
O -2.86 -1.59 -3.04
H -3.08 -1.90 -2.16
H -2.88 -2.39 -3.58
O 2.85 -0.43 -5.11
H 2.01 0.05 -5.15
H 3.50 0.25 -4.88
```

For the HOMO-LUMO gap, the calculation gives 9.15 eV. Its highest occupied orbital energy is -9.0 eV. As for the net charge: 0. As for the structure (SMILES): [H]/N=C\CN(CCF)C(=O)OS.O.O.O.O.O.O.O.O.

Löwdin population analysis, charges in e, atoms 1 to 8: H 0.037; N 0.073; C -0.201; C -0.139; N -0.074; C -0.145; C -0.128; F -0.118

***

# 6
A structure of composition C19H26CoN6O3 in a non-equilibrium geometry, computed with ωB97M-V with the def2-TZVPD basis set.

```
55
C19H26CoN6O3 ωB97M-V with the def2-TZVPD basis set
Co 0.55 0.36 -0.60
N 4.02 2.19 -1.79
C 4.68 1.01 -1.59
C 3.73 0.10 -1.26
N 2.50 0.70 -1.28
C 2.71 1.98 -1.59
C 1.57 2.87 -1.63
N 0.40 2.39 -1.25
C -0.51 3.40 -1.39
C 0.14 4.51 -1.86
N 1.45 4.15 -2.01
H 4.46 3.07 -2.02
H 5.75 0.92 -1.68
H 3.87 -0.95 -1.03
H -1.55 3.29 -1.16
H -0.23 5.50 -2.10
H 2.17 4.76 -2.36
C -0.49 0.84 6.24
O -1.71 1.00 5.51
C -1.73 0.87 4.21
C -3.03 1.03 3.63
C -3.21 0.94 2.26
C -2.14 0.70 1.40
C -2.36 0.60 -0.05
C -3.68 0.96 -0.66
O -1.46 0.21 -0.82
C -0.81 0.53 1.99
O 0.22 0.30 1.28
C -0.65 0.61 3.40
H -0.76 0.87 7.29
H 0.20 1.66 6.02
H -0.01 -0.11 6.01
H -3.86 1.22 4.29
H -4.21 1.05 1.86
H -4.53 0.58 -0.10
H -3.72 0.58 -1.68
H -3.77 2.05 -0.69
H 0.34 0.48 3.80
N 0.00 -4.51 -2.23
C -0.43 -4.15 -0.84
C -0.54 -2.63 -0.71
N 0.70 -1.93 -1.06
C 1.10 -2.31 -2.43
C 1.28 -3.82 -2.58
H -0.73 -4.23 -2.90
H 0.10 -5.53 -2.32
H 0.32 -4.56 -0.16
H -1.38 -4.63 -0.61
H -0.82 -2.40 0.32
H -1.34 -2.26 -1.36
H 1.43 -2.21 -0.41
H 2.04 -1.82 -2.70
H 0.34 -1.96 -3.12
H 2.05 -4.20 -1.89
H 1.58 -4.08 -3.59
```

For the HOMO-LUMO gap (spin up / spin down), the calculation gives 8.33 / 5.57 eV. Its highest occupied orbital energy (spin up / spin down) is -16.5 / -16.5 eV. As for the spin multiplicity: 5. As for the net charge: +3. Its expectation value of S² is 6.04.

Löwdin population analysis, charges in e, atoms 1 to 8: Co 0.817; N 0.158; C -0.019; C -0.095; N 0.028; C -0.230; C -0.235; N 0.049

***

# 7
A structure of composition C4H18O6V in a non-equilibrium geometry, computed with ωB97M-V with the def2-TZVPD basis set.

```
29
C4H18O6V ωB97M-V with the def2-TZVPD basis set
V 0.08 0.97 0.36
C -1.81 -2.06 1.42
C -0.45 -1.87 2.09
O 0.20 -0.73 1.69
H -2.59 -1.38 1.75
H -2.16 -3.09 1.59
H -1.69 -1.95 0.34
H 0.16 -2.77 1.94
H -0.61 -1.83 3.19
C 1.05 -1.08 -3.30
C 0.26 -1.08 -2.00
O -0.19 0.18 -1.64
H 1.60 -2.03 -3.41
H 1.87 -0.34 -3.24
H 0.46 -0.85 -4.18
H 0.85 -1.58 -1.22
H -0.61 -1.74 -2.16
O 2.47 1.02 0.36
H 3.15 0.61 -0.20
H 2.95 1.43 1.09
O -2.11 0.99 0.40
H -2.61 1.59 -0.17
H -2.36 0.10 0.10
O 0.43 2.93 -0.56
H -0.29 3.42 -0.98
H 1.23 3.43 -0.77
O 0.28 2.37 2.18
H -0.30 2.15 2.93
H 0.74 3.17 2.43
```

For the HOMO-LUMO gap (spin up / spin down), the calculation gives 5.69 / 6.65 eV. Its highest occupied orbital energy (spin up / spin down) is -6.1 / -7.1 eV. As for the spin multiplicity: 4. As for the net charge: 0. Its expectation value of S² is 3.75.

Löwdin population analysis, charges in e, atoms 1 to 8: V 0.841; C -0.112; C -0.456; O -0.384; H 0.058; H 0.067; H 0.058; H 0.092

***

# 8
A cluster of 2 separate species, C4H8N2O in total in a non-equilibrium geometry, computed with ωB97M-V with the def2-TZVPD basis set.

```
15
C4H8N2O ωB97M-V with the def2-TZVPD basis set
C -2.23 0.63 -0.56
C -1.06 -1.41 0.49
C 2.20 0.79 0.78
C -1.65 -0.58 -0.63
N -2.69 1.70 -0.59
N 0.97 1.07 -1.32
O 1.65 0.36 -0.49
H 0.04 -1.22 0.38
H -1.34 -2.41 0.47
H -1.32 -0.95 1.54
H 2.73 1.78 0.72
H 2.86 0.00 0.93
H 1.45 1.06 1.54
H -1.96 -1.17 -1.55
H 0.36 0.35 -1.72
```

For the HOMO-LUMO gap (spin up / spin down), the calculation gives 7.58 / 9.43 eV. Its highest occupied orbital energy (spin up / spin down) is -8.7 / -9.0 eV. As for the net charge: 0.

Löwdin population analysis, charges in e, atoms 1 to 8: C -0.298; C -0.083; C -0.050; C -0.160; N 0.164; N 0.069; O -0.288; H 0.073

***

| no. | electronic energy (a.u.) |
| --- | --- |
| 1 | -2204.0315 |
| 2 | -1377.0789 |
| 3 | -231.1585 |
| 4 | -2113.7449 |
| 5 | -1565.3530 |
| 6 | -2675.7732 |
| 7 | -1558.6197 |
| 8 | -341.7460 |